Record 1
Density functional theory data (the ωB97M-V functional and the def2-TZVPD basis) for a gas-phase ion, C22H46N5O2S (charge +1) in a non-equilibrium geometry.

Structure (ORCA input):
```
! wB97M-V def2-TZVPD RIJCOSX def2/J DEFGRID3
* xyz 1 1
C -0.2481 -2.5693 -3.2411
C 0.4558 -2.3742 -1.8907
O -0.0603 -1.1836 -1.2593
C -0.3198 -1.2565 0.1100
C 0.7323 -1.8972 1.0068
C 2.2154 -1.5669 0.6977
C 2.5423 -0.1264 0.2582
C 3.4419 -0.2045 -0.9931
C 3.2557 0.6659 1.3926
C 4.7701 0.4603 1.4924
C 5.6106 1.5505 0.8590
C 5.1605 2.7521 0.3863
C 5.3931 3.1888 -1.0348
C 4.4351 3.7586 1.2514
C -1.6743 -1.9235 0.4801
C -1.9950 -3.3271 0.0019
C -3.3493 -3.8864 0.4939
O -3.0173 -4.9434 1.3787
C -4.2994 -4.3726 -0.6218
N -5.5938 -3.6705 -0.6508
N -2.7361 -0.9110 0.1787
S -3.4986 -1.0472 -1.4159
C -2.0292 0.2980 0.1720
N -2.5819 1.4391 -0.1213
C -1.8583 2.7179 -0.2089
C -2.8619 3.7924 -0.6335
C -3.9410 4.0290 0.4364
N -3.9369 5.4358 0.8793
N -0.7075 0.1548 0.4548
C -0.3143 0.6796 1.7804
H 0.4747 -2.9023 -3.9822
H -0.7139 -1.6499 -3.5856
H -0.9888 -3.3632 -3.1422
H 0.3372 -3.2682 -1.2869
H 1.5079 -2.1900 -2.0973
H 0.5175 -1.7358 2.0597
H 0.6199 -2.9734 0.8709
H 2.5809 -2.3012 -0.0180
H 2.7697 -1.7592 1.6186
H 1.6766 0.4571 -0.0526
H 2.8776 -0.4990 -1.8771
H 4.1872 -0.9863 -0.8356
H 3.9920 0.7142 -1.1712
H 2.9892 1.7164 1.2847
H 2.8096 0.3235 2.3321
H 5.0904 -0.5044 1.1038
H 5.0117 0.4211 2.5660
H 6.6845 1.3633 0.8215
H 6.3003 2.7038 -1.4061
H 5.4277 4.2699 -1.1625
H 4.5556 2.7713 -1.5978
H 5.1820 4.5321 1.4385
H 3.6345 4.2576 0.6921
H 4.0667 3.3314 2.1799
H -1.7080 -2.0166 1.5710
H -1.2395 -4.0334 0.3439
H -1.9692 -3.3832 -1.0867
H -3.8728 -3.0913 1.0434
H -3.8026 -5.4693 1.5500
H -3.8358 -4.3155 -1.6083
H -4.4791 -5.4344 -0.4387
H -5.7507 -3.3174 -1.5850
H -5.5719 -2.8443 -0.0663
H -2.3856 -1.0805 -2.1781
H -3.5717 1.4652 -0.3194
H -1.0878 2.6229 -0.9714
H -1.4576 3.0108 0.7573
H -2.3515 4.7133 -0.8987
H -3.3721 3.3917 -1.5137
H -4.9319 3.7994 0.0291
H -3.8036 3.3789 1.3049
H -3.8030 6.0027 0.0496
H -4.8529 5.6861 1.2302
H -0.5332 -0.0288 2.5787
H -0.9213 1.5546 1.9987
H 0.7210 0.9981 1.8173
*
```

The HOMO-LUMO gap is 6.386 eV. The LUMO energy comes out at -3.0 eV. As for the SMILES: CCO[C@]1(CC[C@H](C)CCC=C(C)C)[C@H](C[C@H](O)CN)N(S)C(NCCCN)=[N+]1C.



Record 2
Density functional theory data (the ωB97M-V functional and the def2-TZVPD basis) for a molecular structure, C15H16CeI2O4STi in a non-equilibrium geometry.

Structure (ORCA input):
```
! wB97M-V def2-TZVPD RIJCOSX def2/J DEFGRID3
* xyz 4 3
I 3.2674 2.5796 0.4414
I -4.0098 0.6597 -0.8855
Ti -1.5818 -0.0166 -0.2823
Ce 1.1309 0.6826 0.4058
S -0.3111 1.4719 -1.5960
C 2.5340 -0.9789 -1.0171
C 2.0905 -0.9662 2.0970
C 0.3874 0.9234 -3.4669
C -0.7896 1.4853 -4.2413
C 0.5841 -0.5703 -3.6558
C 1.6814 1.7015 -3.6394
C -1.7700 -1.4707 1.3614
C -1.3299 -1.7412 -1.4307
O 2.6456 -1.3633 3.0424
O 3.3014 -1.5266 -1.6675
O -2.3361 -2.2187 2.0431
O -1.4785 -2.7354 -2.0230
H -0.6609 1.3202 -5.3089
H -0.8915 2.5501 -4.0477
H -1.7171 1.0066 -3.9311
H 1.3963 -0.7246 -4.3942
H -0.3226 -1.0374 -4.0638
H 0.8908 -1.1438 -2.7640
H 2.0296 1.5985 -4.6812
H 2.4881 1.3499 -2.9794
H 1.5312 2.7658 -3.4282
C -0.7648 1.6333 1.4667
C -0.6974 1.1411 2.8948
C 0.4933 1.1874 3.6459
C 0.5709 0.5188 4.8656
C -0.5465 -0.1382 5.3820
C -1.7426 -0.1390 4.6534
C -1.8252 0.5270 3.4440
H -1.7488 2.0142 1.1776
H -0.0443 2.4524 1.3090
H 1.3902 1.6739 3.2254
H 1.5175 0.5098 5.4314
H -0.5025 -0.6337 6.3482
H -2.6281 -0.6648 5.0381
H -2.7458 0.5263 2.8515
*
```

The HOMO-LUMO gap (alpha / beta) is 4.914 / 4.591 eV. The LUMO energy (alpha / beta) comes out at -16.5 / -16.9 eV.



Record 3
Density functional theory data (the ωB97M-V functional and the def2-TZVPD basis) for C6H7NO3 in the gas phase in a non-equilibrium geometry.

Structure (ORCA input):
```
! wB97M-V def2-TZVPD RIJCOSX def2/J DEFGRID3
* xyz 0 1
C -1.6781 -1.1909 0.2974
C -0.5882 0.9900 -0.1534
C 1.3055 -1.0795 -1.7273
C 0.8098 0.3581 0.0782
C -1.7181 0.1666 -0.0071
C 1.0941 0.1983 1.5668
N -1.6561 -2.3185 0.5379
O -0.6662 2.1860 -0.4710
O 0.8308 -0.9159 -0.5397
O -2.9431 0.7486 -0.1569
H 1.1540 -2.0488 -2.1684
H 1.8030 -0.2824 -2.2609
H 1.5432 1.0261 -0.3922
H 0.3607 -0.4664 2.0166
H 1.0384 1.1697 2.0503
H 2.0871 -0.2203 1.7166
H -2.7768 1.6792 -0.3869
*
```

The HOMO-LUMO gap (alpha / beta) is 9.888 / 4.929 eV. The LUMO energy (alpha / beta) comes out at 0.5 / -2.2 eV.



Record 4
Density functional theory data (the ωB97M-V functional and the def2-TZVPD basis) for 7 unconnected molecules or ions with the total composition C9H32N2O7 in a non-equilibrium geometry.

Structure (ORCA input):
```
! wB97M-V def2-TZVPD RIJCOSX def2/J DEFGRID3
* xyz 0 1
N -1.5416 -1.0344 -2.2373
C -1.0198 -1.6554 -3.2337
N -1.6912 -1.3754 -4.2911
O 0.1314 -2.3835 -3.0487
H -2.5917 -0.8499 -2.2098
H -1.1225 -1.2471 -1.2979
H -1.2417 -1.8199 -5.1269
H -2.5368 -0.7317 -4.4237
C -0.0599 2.3355 3.3698
C 0.5063 1.0743 4.0444
O 0.3014 -0.0144 3.3008
H -0.4472 3.0694 4.0820
H -0.7872 2.0849 2.6825
H 0.8044 2.8510 2.8695
H 0.0687 0.9707 5.0417
H 1.6107 1.1945 4.1889
H -0.7027 -0.0271 3.2591
C 3.2269 1.0082 -1.1076
C 1.7317 1.0057 -0.8614
O 1.5873 1.0150 0.4935
H 3.3543 1.0846 -2.0909
H 3.8125 0.1494 -0.8706
H 3.6278 1.8573 -0.6633
H 1.2668 0.0559 -1.2723
H 1.2376 1.8068 -1.3133
H 0.7604 0.5304 0.7317
C 0.0510 -2.1741 0.4253
O -0.6242 -0.9470 0.2529
H 0.5691 -2.4837 -0.4610
H -0.7759 -2.8240 0.6519
H 0.7609 -2.0898 1.2452
H -1.1174 -0.6736 1.0041
C -1.5383 2.5967 -0.1768
O -2.6571 2.9890 -0.9308
H -1.4327 1.4601 -0.2817
H -1.6463 2.7423 0.9142
H -0.5903 3.0539 -0.5567
H -2.9378 3.8893 -0.6741
C -3.0053 -1.3186 3.0047
O -2.2981 -0.3319 2.3951
H -3.4740 -0.9614 3.8686
H -2.2501 -2.0400 3.2647
H -3.7723 -1.7149 2.2865
H -2.5903 0.5232 2.6717
C 3.4843 -1.6234 -3.2820
O 2.8058 -2.6771 -2.5433
H 2.7891 -0.8353 -3.4214
H 3.7593 -1.9542 -4.2949
H 4.3213 -1.1483 -2.7574
H 1.8833 -2.4117 -2.6205
*
```

The HOMO-LUMO gap is 9.160 eV. The LUMO energy comes out at 0.1 eV. As for the SMILES: NC(N)=O.CCO.CCO.CO.CO.CO.CO.



Record 5
Density functional theory data (the ωB97M-V functional and the def2-TZVPD basis) for a molecular structure, C34H50AlCl9F7N5O5 in a non-equilibrium geometry.

Structure (ORCA input):
```
! wB97M-V def2-TZVPD RIJCOSX def2/J DEFGRID3
* xyz 0 1
C 6.0631 2.7440 4.4137
C 4.5483 3.0190 4.2504
C 4.2044 4.3716 3.5762
C 3.8157 1.8778 3.4395
C 2.3446 2.0928 3.5867
C 1.5778 2.5990 2.5727
C 0.2135 2.7563 2.8102
N -0.4495 2.5284 3.9218
N 0.3505 2.0415 4.8600
N -0.2695 1.7472 6.0745
C 1.6247 1.7993 4.7464
Cl 2.5668 1.0755 5.9902
H 6.5903 3.6508 4.1084
H 6.4253 1.8575 3.8942
H 6.2512 2.6483 5.4869
H 4.0863 2.9951 5.2405
H 3.2908 4.7888 4.0135
H 4.0924 4.2573 2.4942
H 4.9947 5.0844 3.8208
H 4.0969 2.0068 2.3916
H 4.1464 0.9064 3.8125
H 2.0540 2.8582 1.6335
H -0.3936 3.1273 1.9884
H 0.1499 2.3211 6.8022
H -1.2420 2.0359 6.0228
O -0.8796 -4.5644 3.8076
C -1.0226 -3.4206 4.0756
O -0.0753 -2.4520 3.8342
C -0.5322 -1.2024 4.3622
C -2.0417 -1.3201 4.4483
C -2.2249 -2.8073 4.7575
H -0.1003 -1.0308 5.3532
H -0.2158 -0.3998 3.6919
H -2.4800 -0.6589 5.1959
H -2.4953 -1.0810 3.4838
H -2.1818 -3.0214 5.8260
H -3.1460 -3.1926 4.3300
C 1.6762 1.9350 -1.9145
Cl 2.4414 2.2101 -3.4646
Cl 2.7081 2.6305 -0.6558
Cl 0.0311 2.5458 -1.8938
H 1.6301 0.8723 -1.7386
C 4.3532 6.5498 8.5546
C 5.1793 5.4007 8.0018
O 6.0002 5.7652 6.9091
C 6.9873 6.7510 7.1669
C 8.0056 6.3330 8.2135
H 3.7937 7.0395 7.7561
H 3.6525 6.1867 9.3074
H 4.9826 7.3067 9.0243
H 4.5039 4.6286 7.6256
H 5.7783 4.9336 8.7911
H 6.5161 7.7020 7.4365
H 7.5014 6.9156 6.2198
H 7.5530 6.2461 9.2029
H 8.8060 7.0699 8.2787
H 8.4371 5.3627 7.9638
Cl 1.3640 -5.7823 2.9105
F -2.3543 4.2098 -5.5185
Al -0.7259 4.0506 -6.0227
F 0.2626 5.1231 -5.0998
F -0.5828 4.4356 -7.6841
F -0.1751 2.4413 -5.7419
C -0.9315 -3.1167 -0.3127
N -1.7955 -3.4421 -1.4663
C -2.3530 -2.4399 -2.1668
C -3.1535 -2.6925 -3.2455
C -3.3939 -4.0091 -3.6384
C -2.8091 -5.0291 -2.8854
C -2.0176 -4.7237 -1.8049
C -4.2211 -4.3075 -4.8134
C -3.7238 -5.0462 -5.8903
C -4.5371 -5.3452 -6.9517
N -5.8240 -4.9372 -6.9703
C -6.3268 -4.2038 -5.9565
C -5.5492 -3.8772 -4.8778
C -6.7059 -5.3027 -8.0947
H -1.5259 -2.5180 0.3734
H -0.0591 -2.5647 -0.6539
H -0.6243 -4.0462 0.1655
H -2.1399 -1.4377 -1.8391
H -3.5780 -1.8565 -3.7889
H -2.9771 -6.0692 -3.1288
H -1.5558 -5.4916 -1.1968
H -2.6980 -5.3876 -5.9068
H -4.1826 -5.9164 -7.7960
H -7.3617 -3.9002 -6.0301
H -5.9916 -3.3022 -4.0752
H -7.1044 -4.3891 -8.5295
H -7.5064 -5.9278 -7.7054
H -6.1390 -5.8506 -8.8396
C -2.8284 -0.7278 -10.3491
C -3.7187 -0.1953 -9.2317
O -3.3529 -0.6173 -7.9357
C -2.2731 0.0958 -7.2477
O -2.4293 1.3663 -7.2435
C -0.8412 -0.3050 -7.7669
F -0.7501 -1.6436 -8.0691
F 0.0920 -0.1033 -6.8139
F -0.4204 0.3422 -8.8553
H -2.5477 -1.7666 -10.1665
H -3.3486 -0.6624 -11.3086
H -1.9159 -0.1442 -10.4438
H -4.7194 -0.6116 -9.3879
H -3.8292 0.8904 -9.2922
H -2.3031 -0.4202 -6.2492
C -2.0119 -7.8428 1.9362
Cl -2.0473 -9.0453 3.2318
Cl -1.0072 -8.4575 0.5972
Cl -3.6812 -7.5905 1.3299
Cl -1.3436 -6.3321 2.5452
*
```

The HOMO-LUMO gap is 2.287 eV. The LUMO energy comes out at -3.3 eV.



Record 6
Density functional theory data (the ωB97M-V functional and the def2-TZVPD basis) for a gas-phase ion, C2H6N3 (charge +1) in a non-equilibrium geometry.

Structure (ORCA input):
```
! wB97M-V def2-TZVPD RIJCOSX def2/J DEFGRID3
* xyz 1 1
C -1.1205 0.6587 -0.1134
N -0.2739 -0.5278 -0.2221
C 1.0498 -0.5232 0.4351
N 2.2247 -0.1746 -0.3038
N 1.9143 0.8591 0.2622
H -1.5945 0.8672 0.7757
H -0.4661 1.4369 -0.4193
H -1.9452 0.4508 -0.8371
H -0.1431 -0.8523 -1.2254
H -0.7723 -1.2679 0.2553
H 1.1268 -0.9269 1.3927
*
```

The HOMO-LUMO gap is 10.737 eV. The LUMO energy comes out at -4.6 eV. As for the SMILES: C[NH2+]C1N=N1.



no.,energy (Ha)
1,-1687.95153
2,-3198.53629
3,-513.17012
4,-998.13527
5,-7058.61468
6,-243.69258